[1]
Here is C69H69CsFN10O4PSb as an isolated structure in a non-equilibrium geometry from the OMol25 dataset. Energies are from ωB97M-V/def2-TZVPD.

Values from the calculation:
Total charge   +1
Strongest force on any atom   3.51 eV/A
Total energy   -114850.0672 eV

Geometry (Å):
Cs1 0.29388 -0.14025 -2.36086
C1 -3.45104 1.72085 -3.40197
C2 -2.53491 1.64233 -4.58631
C3 -2.86798 0.87357 -5.69990
C4 -2.04975 0.91302 -6.81579
C5 -0.91712 1.71330 -6.78582
C6 -0.63704 2.41608 -5.62123
N1 -1.43030 2.38895 -4.55322
Sb1 0.99901 3.81321 -5.55530
C7 0.58715 4.57469 -3.57808
C8 0.28591 5.93142 -3.49363
C9 0.04045 6.48103 -2.24631
C10 0.10441 5.65625 -1.13622
C11 0.39823 4.30427 -1.30726
C12 0.47098 3.37778 -0.12883
N2 0.62785 3.78339 -2.51327
C13 2.60815 2.41882 -5.14086
C14 3.49011 2.09437 -6.16390
C15 4.58271 1.29129 -5.86594
C16 4.77412 0.87977 -4.55951
C17 3.85181 1.26796 -3.58657
C18 4.03694 0.89432 -2.14712
N3 2.78404 2.00565 -3.89078
H1 -4.31251 2.34563 -3.65118
H2 -3.82586 0.73400 -3.11934
H3 -2.92749 2.17082 -2.56297
H4 -3.76930 0.27463 -5.69179
H5 -2.30209 0.34558 -7.70333
H6 -0.26141 1.79904 -7.64388
H7 0.25689 6.53840 -4.38999
H8 -0.19562 7.53237 -2.13823
H9 -0.06833 6.05557 -0.14445
H10 0.26479 3.91694 0.79611
H11 -0.24592 2.56199 -0.23221
H12 1.46567 2.93347 -0.06253
H13 3.32592 2.46824 -7.16706
H14 5.28361 1.01035 -6.64235
H15 5.62955 0.27420 -4.28803
H16 5.00094 1.25717 -1.78357
H17 3.23364 1.33408 -1.55607
H18 4.01589 -0.18941 -2.02352
C19 6.59110 -1.03388 2.77103
C20 5.49026 -2.08308 2.90903
N4 4.19199 -1.57056 2.48380
C21 3.76919 -1.83685 1.20899
C22 2.64793 -1.34440 0.64490
C23 2.27186 -1.84933 -0.74885
O1 1.04686 -1.96887 -0.96812
O2 3.20487 -2.11375 -1.52133
C24 1.83530 -0.38869 1.36634
O3 0.93478 0.29126 0.89257
C25 2.21616 -0.24548 2.79021
C26 1.36148 0.46476 3.63256
C27 1.68897 0.64036 4.94376
F1 0.82860 1.26337 5.78911
C28 2.90525 0.18705 5.46500
C29 3.75570 -0.51853 4.63624
C30 3.40483 -0.79304 3.30143
N5 3.19117 0.44849 6.83127
C31 3.32614 1.85925 7.19052
C32 3.33913 1.96144 8.72949
N6 2.78443 0.67602 9.24389
C33 3.76033 -0.42779 9.01028
C34 4.17120 -0.37007 7.51760
H19 7.54078 -1.43508 3.12519
H20 6.34779 -0.13866 3.34454
H21 6.70443 -0.74732 1.72589
H22 5.42327 -2.44534 3.93552
H23 5.71987 -2.94235 2.28240
H24 4.40447 -2.49168 0.62563
H25 0.43557 0.85210 3.22533
H26 4.70618 -0.85785 5.02048
H27 2.47842 2.40401 6.78443
H28 4.23958 2.30362 6.77762
H29 2.73006 2.79116 9.07909
H30 4.34611 2.07976 9.12441
H31 1.97360 0.46534 8.64857
H32 2.49979 0.73432 10.21914
H33 3.27376 -1.36999 9.25301
H34 4.61513 -0.29320 9.66929
H35 4.15522 -1.37584 7.10721
H36 5.19007 0.02490 7.41460
C35 2.13530 -3.16947 -6.26885
C36 0.90640 -2.33139 -5.91831
C37 1.22737 -0.85045 -6.08316
C38 0.45523 -2.60959 -4.48371
C39 0.09590 -4.09017 -4.22217
O4 -1.28810 -4.05619 -3.83727
C40 -1.64172 -2.75786 -3.80010
N7 -0.78211 -1.89497 -4.15370
C41 -2.99430 -2.46036 -3.26683
C42 -4.08076 -2.21037 -4.08788
C43 -5.30741 -1.89017 -3.52152
C44 -5.44001 -1.83304 -2.14222
C45 -4.35525 -2.10892 -1.31944
C46 -3.11861 -2.43578 -1.86479
P1 -1.50273 -2.57973 -0.98435
C47 -2.02637 -2.41112 0.77386
C48 -1.75876 -1.18734 1.38600
C49 -2.18859 -0.93054 2.68073
C50 -2.83768 -1.92052 3.40242
C51 -3.05824 -3.16330 2.82199
C52 -2.66932 -3.40460 1.51259
C53 -1.29162 -4.40982 -1.01770
C54 -2.32848 -5.30652 -1.27295
C55 -2.09666 -6.67246 -1.24719
C56 -0.82882 -7.16433 -0.96859
C57 0.21029 -6.28065 -0.72213
C58 -0.01987 -4.91168 -0.74611
H37 2.47707 -2.93795 -7.27822
H38 1.93183 -4.24041 -6.22814
H39 2.94612 -2.95316 -5.56853
H40 0.07532 -2.59393 -6.58388
H41 2.09812 -0.58848 -5.47311
H42 0.38119 -0.24204 -5.77180
H43 1.45009 -0.61879 -7.12620
H44 1.24246 -2.27073 -3.79929
H45 0.67559 -4.52686 -3.40914
H46 0.17739 -4.71886 -5.10802
H47 -3.96083 -2.26267 -5.16305
H48 -6.15692 -1.68392 -4.15975
H49 -6.39627 -1.57006 -1.70692
H50 -4.46788 -2.07491 -0.24149
H51 -1.19748 -0.43598 0.84630
H52 -2.02544 0.04930 3.11740
H53 -3.17259 -1.73043 4.41532
H54 -3.54824 -3.94254 3.39285
H55 -2.86946 -4.36847 1.06462
H56 -3.31904 -4.93964 -1.51233
H57 -2.91009 -7.35842 -1.44908
H58 -0.65226 -8.23224 -0.94551
H59 1.20673 -6.65472 -0.52131
H60 0.78946 -4.21426 -0.57453
C59 -4.51157 1.10422 0.60351
C60 -3.31597 1.01951 -0.09334
N8 -2.43763 2.01466 -0.14224
C61 -2.72811 3.13589 0.50555
C62 -3.89094 3.32602 1.24842
C63 -4.80341 2.27414 1.27695
C64 -4.15176 4.61667 1.90519
C65 -4.56009 4.84030 3.15950
C66 -4.70772 3.86512 4.25203
C67 -5.55812 4.14833 5.32297
C68 -5.65826 3.19847 6.32293
N9 -4.97234 2.05889 6.29471
C69 -4.16951 1.89619 5.24965
N10 -3.99279 2.73344 4.24084
H61 -5.20033 0.26967 0.60615
H62 -3.05949 0.13162 -0.65764
H63 -1.98706 3.92806 0.43162
H64 -5.74595 2.39265 1.79592
H65 -4.01972 5.48690 1.26928
H66 -4.81070 5.85533 3.44689
H67 -6.12734 5.06703 5.35311
H68 -6.30298 3.34334 7.18285
H69 -3.59575 0.97443 5.22129

Atom charges from the Mulliken analysis, given in e for atoms 1 to 2:
1 Cs 0.216
2 C -0.445

***

[2]
Here is a 2-piece molecular cluster, C4H9O2PS overall in a non-equilibrium geometry from the OMol25 dataset. Energies are from ωB97M-V/def2-TZVPD.

Values from the calculation:
Total charge   0
Strongest force on any atom   5.56 eV/A
Total energy   -28509.2414 eV

Geometry (Å):
C1 1.15665 -2.50234 1.50346
O1 0.99108 -1.85077 0.20773
P1 0.52160 -0.31953 0.23459
S1 2.14161 0.87143 0.94636
O2 0.38791 -0.24162 -1.36846
C2 0.36700 0.98798 -2.12484
H1 0.64240 -1.99863 2.18803
H2 2.18009 -2.52898 1.78508
H3 0.81779 -3.54202 1.22634
H4 1.07578 2.14790 1.23419
H5 0.62637 0.62097 -3.18675
H6 1.33263 1.53182 -1.90760
H7 -0.51312 1.62042 -2.10404
C3 -3.36176 1.69789 0.18730
C4 -2.56630 0.78610 0.29639
H8 -3.96786 2.62341 0.32693
H9 -1.83188 0.09597 0.55528

Atom charges from the natural (NBO) analysis, given in e for atoms 1 to 2:
1 C -0.241
2 O -0.819